1.
A molecular structure, C40H41N9O4SScSe. Source: OMol25; level of theory: ωB97M-V/def2-TZVPD.

Positions of all 97 atoms, in Å:
Sc -0.035 -0.863 -0.128
N 4.440 -0.308 0.928
C 3.398 -1.141 0.945
N 2.357 -0.540 0.401
C 2.848 0.683 0.059
N 4.110 0.865 0.363
C 2.028 1.662 -0.655
C 2.480 2.957 -0.876
N 1.781 3.832 -1.580
C 0.632 3.399 -2.083
C 0.160 2.116 -1.854
N 0.842 1.237 -1.114
H 5.376 -0.462 1.268
H 3.436 -2.127 1.374
H 3.434 3.271 -0.470
H 0.055 4.089 -2.685
H -0.775 1.800 -2.289
O 1.369 -3.144 2.762
C 1.314 -3.466 1.592
N 0.405 -2.977 0.684
S 0.653 -3.552 -0.794
O -0.342 -4.402 -1.356
O 0.905 -2.290 -1.546
C 2.112 -4.462 -0.440
C 2.903 -5.232 -1.269
C 3.946 -5.926 -0.668
C 4.157 -5.857 0.708
C 3.335 -5.090 1.526
C 2.303 -4.388 0.929
H 2.718 -5.297 -2.332
H 4.599 -6.539 -1.274
H 4.970 -6.421 1.146
H 3.481 -5.042 2.597
C -2.016 2.784 4.167
N -2.670 1.631 3.581
C -2.628 1.259 2.282
Se -1.678 2.056 0.916
N -3.409 0.169 2.151
C -3.954 -0.187 3.374
C -4.807 -1.211 3.755
C -5.148 -1.270 5.097
C -4.659 -0.339 6.019
C -3.815 0.690 5.632
C -3.475 0.745 4.290
H -1.486 3.312 3.379
H -1.313 2.456 4.932
H -2.762 3.443 4.610
H -3.510 -0.317 1.266
H -5.185 -1.926 3.039
H -5.813 -2.051 5.439
H -4.955 -0.419 7.056
H -3.442 1.413 6.344
C 0.310 0.559 8.421
C 0.162 0.151 6.985
C 0.774 0.877 5.969
C 0.645 0.530 4.633
C 1.362 1.369 3.613
C -0.143 -0.604 4.313
C -0.378 -1.040 2.958
O 0.031 -0.465 1.939
C -0.744 -1.372 5.337
C -1.527 -2.623 5.043
C -0.587 -0.972 6.651
H 0.962 1.424 8.527
H 0.723 -0.258 9.013
H -0.661 0.808 8.852
H 1.377 1.740 6.228
H 1.905 2.171 4.114
H 0.671 1.802 2.890
H 2.075 0.768 3.048
H -0.998 -1.928 2.822
H -2.424 -2.413 4.458
H -1.846 -3.088 5.974
H -0.922 -3.347 4.494
H -1.051 -1.555 7.438
C -1.366 -0.945 -3.414
N -2.556 -0.130 -3.321
C -3.659 -0.721 -4.061
C -2.916 0.210 -1.950
C -3.208 -0.928 -1.000
C -4.534 -1.334 -0.866
C -4.887 -2.372 -0.017
C -3.892 -3.012 0.703
C -2.572 -2.594 0.579
C -2.167 -1.537 -0.257
H -1.083 -1.059 -4.462
H -1.471 -1.948 -2.977
H -0.528 -0.437 -2.922
H -3.373 -0.827 -5.107
H -4.529 -0.066 -4.011
H -3.947 -1.714 -3.684
H -3.774 0.885 -1.998
H -2.104 0.786 -1.508
H -5.304 -0.820 -1.430
H -5.922 -2.678 0.072
H -4.136 -3.842 1.356
H -1.833 -3.139 1.155

As for the spin multiplicity: 1. The lowest unoccupied orbital energy comes out at -3.038 eV. As for the net charge: +1. Its HOMO-LUMO gap is 7.02 eV.

Atomic partial charges in e from the Mulliken method, atoms 1 to 6: number 1, Sc, carries -1.36; number 2, N, carries 0.19; number 3, C, carries -0.55; number 4, N, carries 0.52; number 5, C, carries 0.17; number 6, N, carries -0.79

2.
A molecular structure, C32H30N3O3PZr in a non-equilibrium geometry. Source: OMol25; level of theory: ωB97M-V/def2-TZVPD.

Positions of all 70 atoms, in Å:
N -0.188 0.255 -2.254
C -0.617 0.263 -3.336
C -1.018 0.315 -4.712
H -0.796 -0.643 -5.209
H -0.460 1.115 -5.222
H -2.096 0.521 -4.811
N 0.461 1.835 1.059
C 0.439 2.794 1.720
C 0.474 3.991 2.521
H 0.910 4.816 1.943
H 1.092 3.835 3.415
H -0.527 4.300 2.851
N 1.141 -1.808 0.763
C 1.403 -2.847 1.219
C 1.860 -4.109 1.737
H 1.387 -4.328 2.704
H 2.949 -4.067 1.876
H 1.622 -4.921 1.035
Zr 0.081 -0.073 -0.098
C -0.969 -0.289 2.125
O -1.340 -0.357 3.215
C -1.903 1.307 -0.175
O -2.712 2.113 -0.242
C 2.619 1.355 -2.041
C 2.848 -0.010 -2.178
C 3.333 -0.750 -1.091
C 3.583 -0.119 0.122
C 3.349 1.254 0.258
C 2.869 1.988 -0.819
H 2.288 1.943 -2.903
H 2.694 -0.494 -3.149
H 3.559 -1.815 -1.209
H 4.006 -0.687 0.957
H 3.587 1.760 1.200
H 2.731 3.070 -0.723
O -1.446 -1.508 -0.371
P -2.876 -2.117 -0.326
C -4.016 -0.882 -0.948
C -4.830 -0.162 -0.070
C -5.706 0.807 -0.540
C -5.722 1.129 -1.904
C -4.834 0.484 -2.782
C -3.980 -0.502 -2.296
C -3.059 -3.611 -1.311
C -3.586 -4.781 -0.730
C -3.837 -5.921 -1.488
C -3.549 -5.914 -2.862
C -3.003 -4.761 -3.452
C -2.749 -3.628 -2.679
C -3.258 -2.593 1.355
C -2.285 -2.986 2.278
C -2.650 -3.387 3.558
C -4.008 -3.453 3.915
C -4.996 -3.113 2.981
C -4.615 -2.704 1.707
H -4.782 -0.365 1.003
H -6.386 1.317 0.161
H -6.418 1.892 -2.280
H -4.821 0.758 -3.852
H -3.257 -0.970 -2.971
H -3.800 -4.800 0.338
H -4.258 -6.819 -1.011
H -3.750 -6.806 -3.470
H -2.778 -4.759 -4.529
H -2.290 -2.753 -3.139
H -1.226 -3.010 1.986
H -1.878 -3.671 4.294
H -4.298 -3.780 4.925
H -6.065 -3.173 3.233
H -5.390 -2.472 0.976

As for the spin multiplicity: 1. The lowest unoccupied orbital energy comes out at -14.045 eV. As for the net charge: +4. Its HOMO-LUMO gap is 4.77 eV.

Atomic partial charges in e from the Mulliken method, atoms 1 to 6: number 1, N, carries -0.28; number 2, C, carries 0.65; number 3, C, carries -1.10; number 4, H, carries 0.36; number 5, H, carries 0.42; number 6, H, carries 0.30

3.
2 unconnected molecules or ions with the total composition C3H3NO2 in a non-equilibrium geometry. Source: OMol25; level of theory: ωB97M-V/def2-TZVPD.

Positions of all 9 atoms, in Å:
C -1.595 -0.398 -0.648
C 0.779 2.910 1.053
C 0.715 -0.947 0.089
N -0.468 -0.310 -0.300
O 0.094 2.397 0.331
O -2.646 -0.141 -1.012
H 0.642 -1.907 -0.371
H 0.848 -1.196 1.163
H 1.631 -0.408 -0.305

As for the spin multiplicity: 1. The lowest unoccupied orbital energy comes out at 0.667 eV. Its HOMO-LUMO gap is 10.91 eV.

Atomic partial charges in e from the Mulliken method, atoms 1 to 6: number 1, C, carries 0.48; number 2, C, carries 0.04; number 3, C, carries -0.78; number 4, N, carries -0.16; number 5, O, carries -0.06; number 6, O, carries -0.42

4.
A molecular structure, C46H52N9OW. Source: OMol25; level of theory: ωB97M-V/def2-TZVPD.

Positions of all 109 atoms, in Å:
W 0.769 0.126 0.092
C 3.181 3.682 -0.785
C 1.919 3.665 0.083
C 2.034 2.900 1.396
N 2.032 1.434 1.333
C 2.646 0.815 2.341
C 3.114 1.467 3.501
C 4.021 1.065 4.474
C 4.735 -0.110 4.590
C 4.543 -1.243 3.810
C 3.580 -1.487 2.855
C 2.584 -0.650 2.302
N 1.539 -1.112 1.627
C 1.073 -2.476 1.887
C 1.162 -3.419 0.698
C 0.317 -2.883 -0.450
N 0.975 -1.714 -1.030
C 1.881 -1.864 -1.978
C 2.093 -3.077 -2.677
C 2.815 -3.345 -3.823
C 3.589 -2.507 -4.615
C 3.898 -1.194 -4.322
C 3.565 -0.415 -3.222
C 2.735 -0.680 -2.113
N 2.637 0.134 -1.061
C 3.685 1.156 -0.961
C 3.402 2.478 -1.698
H 3.155 4.578 -1.411
H 4.057 3.799 -0.138
H 1.700 4.697 0.372
H 1.066 3.321 -0.496
H 2.966 3.226 1.864
H 1.226 3.225 2.066
H 2.727 2.465 3.649
H 4.221 1.814 5.232
H 5.483 -0.163 5.369
H 5.202 -2.080 4.013
H 3.584 -2.491 2.449
H 1.593 -2.890 2.751
H 0.011 -2.395 2.151
H 2.198 -3.574 0.380
H 0.767 -4.388 1.015
H 0.126 -3.659 -1.188
H -0.651 -2.571 -0.063
H 1.577 -3.936 -2.277
H 2.743 -4.372 -4.164
H 4.010 -2.929 -5.517
H 4.533 -0.690 -5.043
H 4.008 0.569 -3.243
H 3.859 1.361 0.090
H 4.612 0.713 -1.332
H 4.250 2.709 -2.348
H 2.540 2.349 -2.357
N -3.057 -3.252 2.547
C -4.159 -2.928 3.253
C -4.364 -1.585 3.056
C -3.319 -1.194 2.197
N -2.529 -2.210 1.889
H -2.652 -4.164 2.430
H -4.703 -3.661 3.823
H -5.155 -0.980 3.462
H -3.116 -0.223 1.781
C 0.028 0.633 -3.624
C -0.135 1.735 -2.632
N -0.666 2.884 -3.058
O 0.236 1.642 -1.451
H -0.531 0.814 -4.539
H -0.301 -0.293 -3.161
H 1.089 0.529 -3.865
H -1.060 2.959 -3.980
H -0.853 3.617 -2.394
C -2.629 3.193 4.856
C -1.899 2.459 3.773
C -1.800 2.965 2.481
C -1.109 2.255 1.518
N -0.514 1.085 1.765
C -0.589 0.597 3.009
C -1.269 1.243 4.020
H -3.292 3.952 4.446
H -1.917 3.689 5.519
H -3.216 2.506 5.465
H -2.261 3.908 2.219
H -1.025 2.618 0.501
H -0.092 -0.346 3.184
H -1.314 0.788 5.001
N -1.153 -0.307 -0.429
C -2.220 -0.468 -1.068
C -2.759 -1.800 -1.539
C -4.027 -2.204 -1.126
C -4.551 -3.415 -1.548
C -3.830 -4.220 -2.421
C -2.582 -3.810 -2.863
C -2.048 -2.608 -2.417
C -3.075 0.685 -1.549
C -3.411 0.755 -2.901
C -4.104 1.847 -3.402
C -4.506 2.869 -2.551
C -4.225 2.779 -1.195
C -3.512 1.694 -0.701
H -4.600 -1.568 -0.462
H -5.530 -3.726 -1.206
H -4.246 -5.158 -2.763
H -2.024 -4.423 -3.559
H -1.069 -2.299 -2.758
H -3.127 -0.055 -3.563
H -4.350 1.892 -4.456
H -5.063 3.712 -2.937
H -4.579 3.546 -0.517
H -3.325 1.612 0.358

As for the spin multiplicity: 3. The lowest unoccupied orbital energy (alpha / beta) comes out at -2.108 / -2.419 eV. As for the net charge: +1. Its HOMO-LUMO gap (alpha / beta) is 6.16 / 6.95 eV.

Atomic partial charges in e from the Mulliken method, atoms 1 to 6: number 1, W, carries 1.24; number 2, C, carries -1.76; number 3, C, carries -0.17; number 4, C, carries -2.03; number 5, N, carries 1.31; number 6, C, carries 0.78

5.
A single C2H5NO molecule in a non-equilibrium geometry. Source: OMol25; level of theory: ωB97M-V/def2-TZVPD.

Positions of all 9 atoms, in Å:
H 0.347 1.909 -0.807
N -0.405 1.317 -1.152
C -0.463 0.188 -0.588
C 0.521 -0.280 0.621
O -1.373 -0.740 -0.775
H 1.542 -0.086 0.287
H 0.491 -1.325 0.949
H 0.308 0.363 1.476
H -0.968 -1.346 -0.012

Its SMILES is [H]/N=C(\C)O. As for the spin multiplicity: 1. The lowest unoccupied orbital energy comes out at 0.624 eV. Its HOMO-LUMO gap is 10.66 eV.

Atomic partial charges in e from the Mulliken method, atoms 1 to 6: number 1, H, carries 0.23; number 2, N, carries -0.67; number 3, C, carries 0.65; number 4, C, carries -1.09; number 5, O, carries -0.48; number 6, H, carries 0.28

6.
A single C4H7NO molecule. Source: OMol25; level of theory: ωB97M-V/def2-TZVPD.

Positions of all 13 atoms, in Å:
C 0.530 1.397 1.818
C -0.171 0.619 0.750
N 0.444 0.170 -0.263
C -0.363 -0.442 -1.298
C 0.012 -1.892 -1.524
O -0.794 -2.746 -1.801
H 0.494 0.888 2.788
H 0.032 2.365 1.941
H 1.570 1.560 1.529
H -1.261 0.494 0.862
H -1.449 -0.385 -1.126
H -0.138 0.089 -2.235
H 1.095 -2.118 -1.441

Its SMILES is C/C=N/CC=O. As for the spin multiplicity: 1. The lowest unoccupied orbital energy comes out at 1.011 eV. Its HOMO-LUMO gap is 10.74 eV.

Atomic partial charges in e from the Mulliken method, atoms 1 to 6: number 1, C, carries -0.98; number 2, C, carries 0.14; number 3, N, carries -0.41; number 4, C, carries -0.41; number 5, C, carries 0.04; number 6, O, carries -0.47

7.
A molecular structure, C12H26AsO2S in a non-equilibrium geometry. Source: OMol25; level of theory: ωB97M-V/def2-TZVPD.

Positions of all 42 atoms, in Å:
C -3.773 -4.166 1.249
C -2.744 -3.262 1.652
C -1.235 -2.629 1.905
As -0.667 -1.293 0.471
C -0.785 -2.660 -1.018
S -2.816 -0.635 0.235
C -0.350 0.036 1.976
C 0.871 -0.366 2.992
C 1.706 0.947 3.589
C -0.022 0.052 -0.949
O -1.061 0.392 -1.934
C -1.388 1.826 -1.930
C -0.284 2.756 -2.775
O 0.987 2.938 -2.067
C 2.151 2.489 -2.836
C 3.161 1.481 -1.964
H -4.801 -4.657 0.939
H -1.284 -2.136 2.991
H -0.382 -3.434 1.947
H 0.854 -1.698 0.615
H -0.891 -2.207 -2.098
H 0.238 -3.275 -1.029
H -1.633 -3.456 -0.898
H -3.180 0.191 1.346
H -1.348 0.020 2.632
H -0.222 1.147 1.624
H 0.385 -0.875 3.956
H 1.640 -1.140 2.570
H 0.885 1.694 3.974
H 2.347 1.378 2.689
H 2.390 0.658 4.507
H 0.488 0.969 -0.429
H 0.820 -0.543 -1.548
H -1.620 2.273 -0.868
H -2.401 1.936 -2.552
H -0.794 3.835 -2.830
H -0.204 2.385 -3.880
H 2.813 3.454 -3.052
H 1.918 1.910 -3.824
H 2.730 0.387 -2.033
H 4.230 1.434 -2.486
H 3.273 1.843 -0.857

As for the spin multiplicity: 1. The lowest unoccupied orbital energy comes out at 3.136 eV. As for the net charge: -1. Its HOMO-LUMO gap is 6.89 eV.

Atomic partial charges in e from the Mulliken method, atoms 1 to 6: number 1, C, carries -0.61; number 2, C, carries -0.08; number 3, C, carries -0.34; number 4, As, carries 0.67; number 5, C, carries -0.92; number 6, S, carries -0.46

8.
A molecular structure, C5H7AlLiO5 in a non-equilibrium geometry. Source: OMol25; level of theory: ωB97M-V/def2-TZVPD.

Positions of all 19 atoms, in Å:
O -1.677 -1.612 1.287
C -2.533 -0.810 0.977
C -2.197 0.497 0.325
O -0.841 0.785 0.636
Li 0.178 -0.998 1.226
H -3.601 -1.092 0.944
H -2.823 1.299 0.744
H -2.481 0.440 -0.737
H 2.198 -2.644 -0.129
C 2.118 -1.586 -0.415
C 1.978 -1.254 -1.726
Al 2.491 0.910 1.039
O 1.918 -0.756 0.598
H 1.916 -2.053 -2.466
H 2.324 -0.290 -2.112
O -0.429 1.917 -1.234
C -0.262 1.792 -0.035
O 0.702 2.312 0.732
H 1.022 3.142 0.346

As for the spin multiplicity: 2. The lowest unoccupied orbital energy (alpha / beta) comes out at -8.701 / -11.833 eV. As for the net charge: +2. Its HOMO-LUMO gap (alpha / beta) is 9.02 / 5.19 eV.

Atomic partial charges in e from the Mulliken method, atoms 1 to 6: number 1, O, carries -0.56; number 2, C, carries 0.15; number 3, C, carries -0.49; number 4, O, carries -0.38; number 5, Li, carries 0.95; number 6, H, carries 0.41

9.
8 unconnected molecules or ions with the total composition C28H44O24 in a non-equilibrium geometry. Source: OMol25; level of theory: ωB97M-V/def2-TZVPD.

Positions of all 96 atoms, in Å:
C 1.446 -0.094 -1.665
C 0.646 0.715 -0.639
C -0.846 0.539 -0.594
O -1.178 0.461 0.794
C -0.027 0.364 1.457
O 0.015 0.361 2.651
O 0.999 0.323 0.614
H 1.308 -1.176 -1.677
H 2.475 0.163 -1.412
H 1.264 0.234 -2.689
H 1.043 1.709 -0.844
H -1.129 -0.424 -1.020
H -1.294 1.405 -1.083
C 4.865 -3.512 4.221
C 5.764 -2.845 5.217
C 5.240 -1.654 5.911
O 5.055 -2.012 7.219
C 5.456 -3.213 7.439
O 5.280 -3.849 8.415
O 6.052 -3.699 6.378
H 4.399 -2.780 3.562
H 4.228 -4.094 4.888
H 5.500 -4.100 3.558
H 6.695 -2.430 4.832
H 4.256 -1.509 5.466
H 5.733 -0.710 5.677
C 7.131 8.137 0.650
C 6.176 7.042 0.747
C 5.693 6.328 -0.596
O 5.686 5.011 -0.197
C 6.272 4.863 1.048
O 6.380 3.722 1.571
O 6.729 6.017 1.571
H 8.016 7.619 0.280
H 7.553 8.506 1.585
H 6.943 8.960 -0.039
H 5.300 7.386 1.298
H 6.510 6.237 -1.312
H 4.768 6.718 -1.019
C -8.347 2.105 -0.800
C -9.235 1.209 -1.659
O -9.934 2.125 -2.470
C -10.975 1.814 -3.235
O -11.453 0.684 -3.359
O -11.430 2.992 -3.816
C -12.685 3.028 -4.348
H -7.825 2.871 -1.374
H -7.726 1.467 -0.171
H -8.914 2.756 -0.136
H -9.827 0.691 -0.905
H -8.776 0.479 -2.325
H -13.519 2.785 -3.690
H -12.656 2.416 -5.249
H -12.887 4.062 -4.628
C 0.791 -4.350 -7.737
O 1.106 -5.687 -8.144
C 1.688 -6.481 -7.243
O 2.106 -6.094 -6.136
O 1.789 -7.780 -7.765
C 2.621 -8.718 -7.154
H 0.169 -3.903 -8.512
H 1.646 -3.691 -7.585
H 0.218 -4.184 -6.825
H 2.825 -9.673 -7.637
H 2.141 -9.206 -6.305
H 3.656 -8.470 -6.917
O -1.032 6.210 -4.518
C -0.868 6.568 -5.677
O -0.152 7.614 -5.982
C -0.052 7.715 -7.408
C -1.142 6.692 -7.881
O -1.472 6.027 -6.708
H -0.249 8.631 -7.966
H 0.990 7.436 -7.565
H -0.923 5.857 -8.547
H -2.057 7.218 -8.154
O 1.927 -1.110 12.050
C 1.136 -1.046 11.156
O 0.772 -2.114 10.467
C -0.303 -1.816 9.555
C -0.309 -0.273 9.684
O 0.349 -0.101 10.836
H -0.028 -2.056 8.528
H -1.251 -2.205 9.929
H -1.298 0.177 9.766
H 0.252 0.136 8.844
O -0.471 -6.630 4.879
C -1.003 -6.650 3.740
O -2.099 -5.992 3.282
C -2.315 -6.299 1.940
C -1.134 -7.259 1.563
O -0.530 -7.524 2.817
H -3.264 -6.818 1.805
H -2.329 -5.364 1.379
H -0.478 -6.823 0.810
H -1.638 -8.168 1.237

Its SMILES is C[C@H]1COC(=O)O1.C[C@H]1COC(=O)O1.C[C@H]1COC(=O)O1.CCOC(=O)OC.COC(=O)OC.O=C1OCCO1.O=C1OCCO1.O=C1OCCO1. As for the spin multiplicity: 1. The lowest unoccupied orbital energy comes out at 0.116 eV. Its HOMO-LUMO gap is 10.40 eV.

Atomic partial charges in e from the Mulliken method, atoms 1 to 6: number 1, C, carries -1.45; number 2, C, carries 0.49; number 3, C, carries -0.38; number 4, O, carries -0.33; number 5, C, carries 0.67; number 6, O, carries -0.56

Computed calculated total energy, in the same sequence as the records: -5902.9573, -2014.4282, -321.3247, -2419.0373, -209.1627, -286.5740, -3256.8299, -820.2656, -2898.9620 a.u..